# C37H51Cl2F15NO9S

A cluster of 3 separate species, C37H51Cl2F15NO9S in total at a distorted geometry (ωB97M-V/def2-TZVPD, OMol25).

The energy above the lowest of the compared OMol25 structures with the same formula, charge and spin comes out at 0.000 eV. The calculated total energy comes out at -4988.57166 Eh. For the orbital gap, the calculation gives 6.56 eV. The charge is +1.

Last column: Mulliken charge in e.
Cartesian coordinates (Å):
C 2.5782 2.1207 -4.7198  -1.6105
C 3.1873 1.9257 -3.3268  -0.1805
C 2.2092 2.3927 -2.2389  -1.3625
C 2.9276 2.8244 -0.9528  -0.7828
O 4.1885 2.2183 -0.7377  -0.4653
C 4.1993 0.8736 -0.3890  -0.1987
Cl 5.5036 0.6631 0.8196  -0.1593
C 2.8891 0.2515 0.1720  0.2522
C 2.3207 -0.7728 -0.8231  -1.4069
O 3.4178 -1.6115 -1.1240  -0.4517
C 3.1017 -2.5733 -2.0879  0.3039
C 2.8763 -2.1709 -3.4018  -0.0197
C 2.5781 -3.0976 -4.3967  0.4316
C 2.3218 -2.6571 -5.8112  -1.6539
C 2.5297 -4.4454 -4.0381  -1.0802
C 2.7642 -4.8382 -2.7238  -0.5855
C 3.0580 -3.9165 -1.7138  0.2735
C 3.3166 -4.3363 -0.2788  1.3370
C 2.0147 -4.2144 0.5547  -1.2504
C 3.8915 -5.7442 -0.1567  -1.9791
N 1.8486 1.2613 0.7159  -0.0008
Cl 0.2319 0.8670 0.0872  0.0786
S 1.6164 1.0579 2.5415  1.4957
O 0.7739 2.1077 2.9865  -0.5803
O 2.9100 0.8817 3.0888  -0.5674
C 0.6835 -0.5663 2.8418  -0.1342
F 0.8479 -1.4384 1.8459  0.1010
F 1.3128 -1.0404 3.9101  -0.2568
C -0.8309 -0.3921 3.2085  0.9558
F -1.4643 0.4870 2.4294  -0.1858
F -0.8575 0.0614 4.4726  -0.3488
C -1.6172 -1.7418 3.1918  0.3140
F -0.9511 -2.6493 3.9098  -0.2819
F -2.7791 -1.4758 3.8086  -0.2587
C -1.9526 -2.3360 1.7629  0.6483
F -1.5860 -1.5153 0.7691  -0.1896
F -3.2518 -2.5562 1.6613  -0.2562
F -1.2833 -3.4777 1.6075  -0.2713
C 2.1476 2.7646 0.3755  2.1490
C 3.0893 3.3420 1.4525  -2.3220
C 0.8895 3.6332 0.2571  -2.0728
C 1.1496 5.1465 0.3372  -0.6431
C -0.1679 5.9021 0.0183  -0.7056
C 0.0370 7.1257 -0.9069  -0.8039
C -0.7762 7.0514 -2.1911  -0.6848
O -0.0506 6.3613 -3.2030  -0.4098
C -0.6623 5.2118 -3.7430  -0.2713
H 2.7290 3.1556 -5.0288  0.4140
H 3.0740 1.5067 -5.4672  0.4149
H 1.5029 1.9466 -4.7295  0.3521
H 3.4890 0.8915 -3.1776  -0.1195
H 4.0625 2.5701 -3.2603  0.4447
H 1.4127 1.6673 -2.0918  0.6248
H 1.7325 3.2859 -2.6470  0.2707
H 3.1552 3.8817 -1.0540  1.4556
H 4.5202 0.2799 -1.2369  0.4527
H 3.1956 -0.3345 1.0359  0.9489
H 1.5332 -1.3828 -0.3835  0.0411
H 1.9290 -0.3262 -1.7376  0.5224
H 2.9442 -1.1213 -3.6574  0.3832
H 1.4469 -3.1804 -6.1973  0.3896
H 2.0954 -1.5946 -5.8584  0.3338
H 3.1536 -2.8970 -6.4699  0.3639
H 2.3189 -5.1842 -4.7985  0.4325
H 2.7297 -5.8948 -2.5040  0.2812
H 4.0589 -3.6448 0.1161  0.3463
H 1.8758 -5.0914 1.1847  0.5821
H 2.0818 -3.3645 1.2318  -0.0584
H 1.1442 -4.1141 -0.0904  0.3510
H 3.2264 -6.5061 -0.5574  0.4028
H 4.8773 -5.8243 -0.6107  0.3967
H 4.0160 -5.9736 0.9020  0.4918
H 2.5374 3.7135 2.3094  0.6014
H 3.8451 2.6327 1.7735  0.5434
H 3.6284 4.1780 1.0190  0.4098
H 0.1674 3.4132 1.0414  0.5930
H 0.3940 3.4734 -0.6993  0.6986
H 1.8819 5.4550 -0.4059  0.2010
H 1.4445 5.4336 1.3412  0.2899
H -0.5974 6.2437 0.9570  0.4907
H -0.8812 5.2316 -0.4611  0.4380
H 1.0857 7.2367 -1.1730  0.4121
H -0.2919 8.0238 -0.3844  0.4391
H -0.9869 8.0578 -2.5570  0.4308
H -1.7407 6.5714 -2.0104  0.3960
H 0.1003 4.4418 -3.8819  -0.1004
H -1.0938 5.4144 -4.7250  0.3267
H -1.4351 4.8052 -3.0876  0.2658
C -3.3149 2.2139 4.5972  -0.3281
C -4.7059 1.7080 4.2860  -0.2672
O -5.7054 2.6832 4.6350  -0.3348
C -5.8892 3.6508 3.7498  0.3313
O -5.3145 3.7914 2.7113  -0.5238
C -7.0126 4.5935 4.2298  0.8911
F -6.8646 4.8974 5.5201  -0.2427
F -8.1964 3.9941 4.0670  -0.2493
F -7.0020 5.7159 3.5232  -0.2327
H -3.2373 2.5028 5.6455  0.3650
H -2.5789 1.4461 4.3913  -0.3042
H -3.0752 3.0890 3.9926  0.3159
H -4.9446 0.8275 4.8784  0.3516
H -4.8119 1.4453 3.2334  0.3222
C -3.2423 -5.3637 0.4530  -0.5853
C -3.4182 -6.6094 1.2937  -0.3654
O -4.7961 -7.0224 1.3246  -0.3448
C -5.2122 -7.7175 0.2742  0.3300
O -4.5682 -8.0301 -0.6801  -0.5053
C -6.6888 -8.1201 0.4703  0.9195
F -7.4125 -7.0882 0.9139  -0.2471
F -6.7675 -9.1076 1.3687  -0.2495
F -7.2072 -8.5417 -0.6738  -0.2335
H -3.9112 -4.5818 0.7964  0.2597
H -2.2237 -4.9922 0.4877  -0.0209
H -3.4899 -5.5750 -0.5879  0.4102
H -3.1560 -6.4223 2.3335  0.3404
H -2.7966 -7.4289 0.9356  0.3350